DFT (ωB97M-V/def2-TZVPD) results for a cluster of 12 separate species, C45H87F3O9 in total in a non-equilibrium geometry.

CARTESIAN COORDINATES (ANGSTROEM)
C -19.06 -6.42 -6.06
C -17.87 -6.43 -5.09
C -17.43 -7.76 -4.62
O -16.65 -5.91 -5.65
H -19.43 -5.43 -6.21
H -19.81 -7.08 -5.63
H -18.62 -6.89 -6.94
H -18.09 -5.71 -4.29
H -18.08 -8.38 -4.01
H -16.52 -7.62 -4.05
H -17.14 -8.27 -5.55
H -16.78 -5.03 -6.09
C -23.02 -6.25 -5.43
C -24.26 -5.40 -5.69
C -25.44 -5.57 -4.72
O -23.92 -3.98 -5.87
H -23.40 -7.27 -5.26
H -22.46 -5.85 -4.62
H -22.40 -6.33 -6.33
H -24.65 -5.69 -6.68
H -25.76 -6.62 -4.70
H -26.31 -4.94 -4.93
H -25.14 -5.30 -3.68
H -23.38 -3.89 -5.05
C -19.24 0.13 -6.01
C -18.33 -0.10 -4.85
C -18.91 0.70 -3.61
O -18.36 -1.49 -4.63
H -20.13 -0.48 -5.75
H -18.83 -0.17 -6.96
H -19.69 1.13 -6.12
H -17.31 0.18 -5.10
H -18.42 0.49 -2.66
H -19.93 0.41 -3.40
H -18.81 1.75 -3.67
H -17.95 -1.78 -3.81
C -26.87 -2.70 -7.68
C -26.52 -1.36 -8.34
C -27.60 -0.32 -8.09
O -25.31 -0.91 -7.80
H -27.89 -3.01 -8.01
H -26.94 -2.51 -6.61
H -26.27 -3.57 -7.83
H -26.47 -1.49 -9.41
H -27.10 0.61 -8.34
H -27.96 -0.33 -7.01
H -28.48 -0.46 -8.71
H -24.62 -1.59 -7.96
C -16.22 -2.00 -8.15
C -17.11 -3.22 -8.19
C -16.40 -4.51 -8.77
O -17.50 -3.53 -6.87
H -15.29 -2.02 -7.51
H -16.74 -1.13 -7.83
H -15.79 -1.72 -9.10
H -17.92 -3.02 -8.87
H -15.58 -4.90 -8.18
H -16.04 -4.27 -9.73
H -17.13 -5.37 -8.86
H -17.61 -2.77 -6.30
C -20.05 -4.43 -3.11
C -21.28 -3.98 -2.33
C -21.04 -2.89 -1.31
O -22.35 -3.62 -3.27
H -19.53 -3.62 -3.60
H -20.44 -5.12 -3.91
H -19.34 -5.03 -2.48
H -21.64 -4.87 -1.87
H -22.01 -2.67 -0.77
H -20.86 -1.98 -1.90
H -20.22 -3.07 -0.63
H -22.61 -2.68 -3.20
C -24.96 0.21 -1.99
C -24.72 -1.04 -2.87
C -25.93 -1.24 -3.71
O -23.57 -0.95 -3.68
H -25.31 1.11 -2.50
H -23.96 0.45 -1.51
H -25.69 -0.05 -1.23
H -24.53 -1.88 -2.30
H -26.70 -1.57 -3.03
H -25.78 -1.94 -4.54
H -26.08 -0.26 -4.12
H -23.75 -0.53 -4.49
C -25.00 2.18 -5.32
C -23.64 1.95 -5.98
C -22.45 2.42 -5.10
O -23.41 0.46 -6.09
H -25.17 3.28 -5.20
H -25.12 1.68 -4.34
H -25.85 1.94 -6.01
H -23.54 2.34 -6.96
H -22.74 2.70 -4.10
H -21.89 3.21 -5.51
H -21.82 1.53 -4.97
H -24.22 0.07 -6.47
C -20.80 -3.62 -7.98
C -21.71 -2.42 -7.82
C -21.34 -1.24 -8.72
O -23.03 -2.81 -8.04
H -20.63 -3.85 -9.03
H -21.23 -4.54 -7.55
H -19.86 -3.47 -7.41
H -21.69 -2.07 -6.78
H -21.41 -1.57 -9.76
H -20.30 -0.99 -8.57
H -22.01 -0.45 -8.53
H -23.18 -3.45 -7.38
F -25.96 -7.22 -9.38
C -25.76 -6.08 -10.07
C -26.74 -5.72 -10.97
C -26.65 -4.51 -11.60
C -25.45 -3.76 -11.42
C -24.40 -4.28 -10.69
C -24.55 -5.43 -10.01
H -27.70 -6.28 -10.90
H -27.42 -4.10 -12.20
H -25.35 -2.77 -11.84
H -23.46 -3.71 -10.63
H -23.82 -5.91 -9.41
F -23.57 -0.65 -13.69
C -24.60 -0.03 -13.09
C -24.58 0.14 -11.69
C -25.64 0.70 -11.03
C -26.81 1.07 -11.71
C -26.81 0.93 -13.10
C -25.67 0.44 -13.79
H -23.71 -0.19 -11.16
H -25.71 0.69 -9.96
H -27.73 1.37 -11.28
H -27.67 1.18 -13.77
H -25.60 0.41 -14.88
F -17.19 -0.64 -10.85
C -18.35 -0.88 -11.52
C -19.15 0.17 -11.93
C -20.37 -0.14 -12.52
C -20.69 -1.46 -12.71
C -19.77 -2.46 -12.41
C -18.61 -2.20 -11.73
H -18.86 1.20 -11.71
H -21.06 0.64 -12.86
H -21.52 -1.76 -13.31
H -20.04 -3.54 -12.64
H -17.81 -2.87 -11.39

Results
Energy   -2743.5048 Ha
E_LUMO   0.623 eV
Maximum force   3.19 eV Å⁻¹
SMILES   Fc1ccccc1.Fc1ccccc1.Fc1ccccc1.CC(C)O.CC(C)O.CC(C)O.CC(C)O.CC(C)O.CC(C)O.CC(C)O.CC(C)O.CC(C)O
Kohn-Sham gap   9.64 eV
Charge   0